[1]
{"formula": "C42H40N5OPtTe", "method": "the ωB97M-V functional and the def2-TZVPD basis", "charge": 2, "e_tot_ha": -2360.1918, "homo_lumo_gap_ev": [5.74, 5.39], "spin_multiplicity": 2, "species": ["Pt", "C", "C", "C", "C", "C", "C", "N", "C", "C", "C", "C", "C", "C", "N", "N", "C", "C", "C", "C", "C", "N", "H", "H", "H", "H", "H", "H", "H", "H", "H", "H", "H", "H", "H", "C", "C", "C", "C", "C", "C", "Te", "N", "C", "O", "C", "C", "C", "C", "C", "C", "C", "C", "C", "C", "C", "C", "C", "C", "C", "C", "C", "C", "H", "H", "H", "H", "H", "H", "H", "H", "H", "H", "H", "H", "H", "H", "H", "H", "H", "H", "H", "H", "H", "H", "H", "H", "H", "H", "H"], "coordinates": [[2.336, 1.831, -0.358], [-1.965, 1.243, -3.813], [-2.293, 2.158, -2.821], [-1.301, 2.723, -2.034], [0.027, 2.366, -2.247], [0.361, 1.433, -3.220], [-0.636, 0.881, -4.009], [1.077, 2.907, -1.458], [1.341, 4.239, -1.369], [0.538, 5.278, -1.888], [0.906, 6.585, -1.677], [2.071, 6.909, -0.961], [2.908, 5.914, -0.492], [2.560, 4.597, -0.722], [3.361, 3.486, -0.380], [4.359, 3.597, 0.365], [4.746, 2.374, 0.933], [5.884, 2.317, 1.706], [6.247, 1.102, 2.271], [5.467, -0.013, 2.028], [4.327, 0.113, 1.245], [3.968, 1.279, 0.718], [-2.740, 0.820, -4.439], [-3.326, 2.447, -2.668], [-1.554, 3.420, -1.243], [1.404, 1.195, -3.387], [-0.372, 0.186, -4.796], [-0.368, 5.043, -2.426], [0.282, 7.378, -2.067], [2.324, 7.945, -0.783], [3.822, 6.140, 0.040], [6.452, 3.225, 1.856], [7.129, 1.029, 2.894], [5.733, -0.978, 2.436], [3.680, -0.728, 1.034], [-6.221, -3.786, -1.627], [-4.980, -2.975, -1.368], [-5.015, -1.847, -0.562], [-3.882, -1.070, -0.334], [-3.991, 0.158, 0.513], [-2.694, -1.515, -0.900], [-0.748, -0.469, -0.452], [0.689, 0.757, 0.568], [0.528, 1.557, 1.679], [1.302, 2.517, 1.809], [-0.407, 1.223, 2.796], [0.143, 1.052, 4.063], [-0.674, 0.702, 5.128], [-2.043, 0.560, 4.942], [-2.597, 0.788, 3.693], [-1.776, 1.108, 2.618], [0.349, -2.202, -0.011], [-0.094, -2.995, 1.056], [-1.336, -2.710, 1.873], [0.659, -4.121, 1.385], [1.833, -4.440, 0.722], [2.611, -5.684, 1.057], [2.272, -3.582, -0.291], [1.542, -2.477, -0.691], [2.035, -1.658, -1.860], [-2.606, -2.600, -1.776], [-1.347, -3.015, -2.501], [-3.776, -3.323, -1.969], [-7.085, -3.370, -1.114], [-6.083, -4.815, -1.290], [-6.439, -3.827, -2.695], [-5.950, -1.547, -0.103], [-5.024, 0.497, 0.570], [-3.395, 0.972, 0.093], [-3.649, -0.042, 1.528], [1.208, 1.186, 4.203], [-0.239, 0.554, 6.108], [-2.680, 0.298, 5.776], [-3.671, 0.742, 3.559], [-2.208, 1.334, 1.656], [-1.552, -1.643, 1.950], [-1.210, -3.085, 2.888], [-2.212, -3.202, 1.442], [0.319, -4.754, 2.198], [2.125, -6.256, 1.844], [3.624, -5.439, 1.381], [2.698, -6.320, 0.175], [3.208, -3.800, -0.795], [2.860, -2.164, -2.359], [2.400, -0.678, -1.548], [1.244, -1.488, -2.593], [-0.829, -2.143, -2.907], [-1.585, -3.683, -3.327], [-0.663, -3.538, -1.834], [-3.741, -4.180, -2.634]]}


[2]
{"formula": "C35H30BrCoGeN2O2", "method": "the ωB97M-V functional and the def2-TZVPD basis", "charge": -1, "e_above_lowest_kcal_mol": 0.0, "e_tot_ha": -7645.3303, "homo_lumo_gap_ev": [5.97, 6.18], "spin_multiplicity": 2, "species": ["Co", "O", "C", "C", "C", "C", "C", "C", "C", "O", "N", "N", "C", "C", "Br", "C", "C", "C", "C", "C", "C", "C", "H", "H", "H", "H", "H", "H", "H", "H", "H", "H", "H", "H", "H", "H", "C", "Ge", "C", "C", "C", "C", "C", "C", "C", "C", "C", "C", "C", "C", "C", "C", "C", "C", "C", "C", "H", "H", "H", "H", "H", "H", "H", "H", "H", "H", "H", "H", "H", "H", "H", "H"], "coordinates": [[1.667, 1.719, 1.453], [6.588, -0.894, 1.129], [6.079, -0.412, -0.057], [6.703, -0.713, -1.264], [6.179, -0.252, -2.461], [5.028, 0.522, -2.449], [4.419, 0.823, -1.240], [4.922, 0.361, -0.030], [4.160, 0.658, 1.268], [3.533, 1.868, 1.246], [3.175, -0.458, 1.414], [2.004, -0.072, 2.119], [0.810, -0.537, 1.389], [-0.395, -0.239, 2.218], [-0.505, 1.674, 2.564], [-1.190, -1.135, 2.797], [-2.409, -0.942, 3.580], [-3.288, 0.124, 3.368], [-4.429, 0.266, 4.139], [-4.729, -0.656, 5.133], [-3.885, -1.742, 5.328], [-2.747, -1.887, 4.553], [7.424, -1.325, 0.942], [7.603, -1.325, -1.265], [6.669, -0.502, -3.395], [4.595, 0.880, -3.375], [3.531, 1.439, -1.204], [4.887, 0.611, 2.101], [3.588, -1.277, 1.842], [0.825, -1.623, 1.195], [-0.887, -2.168, 2.648], [-3.082, 0.834, 2.577], [-5.097, 1.098, 3.954], [-5.616, -0.535, 5.741], [-4.122, -2.482, 6.083], [-2.095, -2.739, 4.707], [0.822, 0.351, 0.134], [-0.827, 0.353, -0.897], [-2.051, 1.889, -0.673], [-1.518, 3.139, -0.366], [-2.312, 4.276, -0.363], [-3.665, 4.180, -0.659], [-4.216, 2.941, -0.953], [-3.411, 1.809, -0.966], [-1.717, -1.407, -0.679], [-0.906, -2.508, -0.964], [-1.319, -3.801, -0.681], [-2.559, -4.017, -0.092], [-3.373, -2.935, 0.208], [-2.953, -1.643, -0.081], [-0.201, 0.518, -2.771], [-0.366, -0.471, -3.739], [0.244, -0.368, -4.983], [1.026, 0.737, -5.283], [1.187, 1.742, -4.339], [0.581, 1.627, -3.097], [1.593, -0.040, -0.530], [-0.466, 3.216, -0.110], [-1.878, 5.240, -0.127], [-4.286, 5.068, -0.668], [-5.273, 2.859, -1.178], [-3.849, 0.849, -1.219], [0.078, -2.339, -1.391], [-0.666, -4.636, -0.903], [-2.877, -5.024, 0.148], [-4.333, -3.098, 0.683], [-3.591, -0.809, 0.190], [-0.983, -1.334, -3.516], [0.116, -1.156, -5.715], [1.516, 0.812, -6.247], [1.798, 2.609, -4.564], [0.722, 2.409, -2.357]]}


[3]
{"formula": "C4H13NO", "method": "the ωB97M-V functional and the def2-TZVPD basis", "e_above_lowest_kcal_mol": 26.9, "e_tot_ha": -290.1541, "smiles": "CCC.NCO", "homo_lumo_gap_ev": 10.45, "species": ["C", "C", "C", "H", "H", "H", "H", "H", "H", "H", "H", "N", "C", "O", "H", "H", "H", "H", "H"], "coordinates": [[-1.395, -0.037, -0.744], [-2.580, -0.851, -0.204], [-2.240, -1.277, 1.249], [-0.569, -0.684, -1.040], [-1.665, 0.785, -1.416], [-0.957, 0.604, 0.036], [-3.425, -0.175, -0.195], [-2.774, -1.753, -0.773], [-1.169, -1.449, 1.360], [-2.671, -2.187, 1.661], [-2.522, -0.439, 1.892], [3.451, 1.829, -0.461], [2.417, 0.734, -0.557], [2.274, 0.150, 0.719], [4.208, 1.595, -1.083], [3.761, 1.609, 0.482], [2.868, -0.041, -1.186], [1.448, 1.043, -0.933], [1.541, 0.542, 1.192]]}